This record from the Open Molecules 2025 dataset describes a single C5H7NO2 molecule. The level of theory is ωB97M-V/def2-TZVPD.

XYZ file:
```
15
C5H7NO2 | the Open Molecules 2025 dataset | ωB97M-V/def2-TZVPD
C -0.635 -2.326 -0.364
O 0.291 -1.455 0.251
C -0.145 -0.289 0.914
C 0.976 0.626 1.094
C 1.220 1.554 0.208
C 0.311 1.595 -0.924
N -0.696 0.963 -1.179
O -1.086 0.170 -0.031
H 0.022 -3.272 -0.579
H -0.910 -1.958 -1.448
H -1.642 -2.798 0.308
H -0.571 -0.507 1.832
H 1.588 0.450 2.085
H 2.021 2.436 0.514
H 0.366 2.228 -1.779
```

Output
ΔE to the lowest compared entry with this formula, charge and spin in kcal per mole: 121.6
SMILES: CO[C@H]1C=CC=NO1
Multiplicity: 1
Orbital gap in hartree: 0.3700

***

This record from the Open Molecules 2025 dataset describes a molecular structure, C5H7NO2. The level of theory is ωB97M-V/def2-TZVPD.

XYZ file:
```
15
C5H7NO2 | the Open Molecules 2025 dataset | ωB97M-V/def2-TZVPD
C 0.857 1.351 -0.045
C -0.340 0.708 0.155
C 1.579 0.093 0.244
C 0.246 -0.598 0.651
C -0.139 -1.798 -0.231
N 1.297 2.571 -0.317
O -2.028 1.467 0.541
O 2.716 -0.250 0.320
H 0.088 -0.971 1.654
H 0.641 -2.506 -0.314
H -0.325 -1.377 -1.126
H -1.065 -2.300 0.198
H -2.604 0.608 0.610
H 2.213 2.641 0.124
H 0.887 3.426 -0.276
```

Output
ΔE to the lowest compared entry with this formula, charge and spin in kcal per mole: 105.7
Multiplicity: 1
Orbital gap in hartree: 0.3262

***

What is the orbital gap in the first record?
0.3700 hartree

***

Which of these has the lowest ΔE to the lowest compared entry with this formula, charge and spin?
number 2

***

Which value of multiplicity does entry 1 give?
1